The following is a DFT calculation (wB97M-V/def2-TZVPD) of a structure of composition C17H28ClPPd in a non-equilibrium geometry.

Properties
Charge: +2
Energy relative to the best compared isomer or geometry (same formula, charge and spin) in kJ/mol: 0.0
Gap between HOMO and LUMO (spin up / spin down) in eV: 9.0 / 4.7
HOMO energy (spin up / spin down) in eV: -14.30 / -15.24
Multiplicity: 5

The geometry in XYZ format:
```
48
Properties=species:S:1:pos:R:3:forces:R:3
C 2.161 4.016 -2.305 1.07 1.45 -1.12
C 2.093 3.696 -3.800 -0.45 -0.66 0.21
C 1.562 5.405 -2.079 -0.54 -0.36 0.50
C 3.630 4.044 -1.878 -0.19 -0.59 0.53
Cl 1.242 2.761 -1.339 -0.01 0.01 0.00
H 2.114 6.153 -2.655 -0.01 -0.22 0.05
H 1.610 5.675 -1.021 0.00 0.05 -0.12
H 0.515 5.425 -2.395 0.10 0.07 0.02
H 2.642 4.449 -4.373 -0.06 -0.06 0.21
H 1.055 3.687 -4.142 0.12 0.02 -0.03
H 2.533 2.716 -4.004 -0.02 0.11 -0.04
H 4.178 4.796 -2.453 -0.21 -0.09 0.02
H 4.097 3.070 -2.046 0.02 0.12 0.01
H 3.714 4.290 -0.816 0.06 0.01 -0.11
C -3.051 -0.889 0.446 0.33 -0.81 -1.16
C -3.091 0.437 0.941 0.07 0.73 0.08
C -2.278 1.263 0.110 -0.03 -0.17 -1.21
H -3.664 0.781 1.800 0.19 -0.13 -0.22
C -1.785 0.450 -0.983 -0.72 0.61 0.57
C -2.269 -0.896 -0.755 -0.48 -0.20 0.47
H -2.163 -1.758 -1.413 0.02 0.47 0.11
H -3.579 -1.755 0.846 0.14 0.49 -0.07
H -2.103 2.332 0.211 -0.10 -0.34 -0.02
H -1.195 0.819 -1.818 -0.21 -0.11 0.09
C 0.704 -0.869 2.477 -0.72 -0.19 0.39
C -0.567 -0.889 3.142 1.25 -0.58 -0.27
C -1.088 0.429 3.136 0.00 0.53 -0.12
H -1.008 -1.752 3.635 0.10 0.37 -0.09
C -0.208 1.268 2.394 1.27 -0.03 0.05
C 0.936 0.476 1.993 -0.69 0.62 0.73
H 1.810 0.850 1.464 -0.11 -0.08 0.25
H 1.396 -1.708 2.452 -0.11 0.39 -0.09
H -1.996 0.748 3.637 0.15 -0.05 -0.14
H -0.314 2.339 2.221 0.02 -0.40 0.07
Pd -0.581 -0.268 0.652 -0.26 -0.59 0.42
C 0.357 -5.680 -0.299 0.95 0.75 -0.97
P -0.192 -4.011 0.305 -1.43 -3.10 1.80
C -2.000 -4.211 0.157 -0.19 1.24 -0.85
C 0.060 -4.218 2.118 0.75 1.15 0.03
H 0.105 -5.758 -1.367 0.17 -0.09 0.30
H -0.124 -6.509 0.250 -0.05 0.71 0.07
H 1.450 -5.755 -0.187 -0.37 -0.10 -0.12
H -2.306 -5.246 0.306 0.32 -0.08 0.07
H -2.529 -3.555 0.852 0.20 -0.17 -0.05
H -2.278 -3.909 -0.863 -0.19 -0.27 0.22
H -0.040 -5.270 2.418 -0.05 0.17 -0.37
H 1.084 -3.881 2.344 -0.30 -0.32 0.19
H -0.639 -3.587 2.684 0.20 -0.28 -0.30
```
Forces are in eV/Å.

---

The following is a DFT calculation (wB97M-V/def2-TZVPD) of a structure of composition C17H28CoNO2P2S in a non-equilibrium geometry.

Properties
Charge: +2
Energy relative to the best compared isomer or geometry (same formula, charge and spin) in kJ/mol: 0.0
Gap between HOMO and LUMO (spin up / spin down) in eV: 7.2 / 6.8
HOMO energy (spin up / spin down) in eV: -13.75 / -15.45
Multiplicity: 5

The geometry in XYZ format:
```
52
Properties=species:S:1:pos:R:3:forces:R:3
Co 0.495 0.476 0.236 -0.97 1.72 0.65
P -1.626 0.285 -0.089 -2.79 0.94 -0.81
C -1.858 1.083 -1.718 -0.07 0.20 -0.67
C -0.554 1.454 -2.367 -0.05 0.11 -0.64
N 0.550 1.366 -1.609 -0.07 -0.03 -0.19
C 1.755 1.714 -2.097 -0.29 0.14 -0.29
C 1.844 2.368 -3.309 0.66 -0.12 0.15
C 0.712 2.505 -4.099 -0.37 0.06 0.18
C -0.499 1.982 -3.655 0.04 -0.45 0.01
C 2.940 1.289 -1.284 0.36 0.02 0.54
P 2.458 -0.113 -0.174 3.65 -1.28 -1.23
H -1.380 1.902 -4.297 0.32 0.40 0.25
H 2.831 2.709 -3.614 -0.29 0.01 -0.22
H 0.765 3.028 -5.042 0.06 -0.12 -0.17
H 3.746 0.917 -1.922 0.02 0.31 -0.04
H 3.340 2.101 -0.663 -0.05 -0.03 -0.18
H -2.535 0.454 -2.296 0.29 0.08 -0.51
H -2.368 2.062 -1.615 -0.03 -0.66 0.18
H -0.771 -3.173 -5.336 -0.94 -0.14 -0.36
O -1.718 -3.214 -5.598 0.76 0.24 0.86
H -2.200 -3.194 -4.753 0.19 -0.12 -0.50
H -0.586 -4.257 -0.963 1.95 -0.56 0.50
O 0.359 -4.455 -0.669 -2.05 0.78 -0.55
H 0.235 -5.154 -0.019 0.11 -0.17 0.05
C 2.890 -1.575 -1.168 -0.13 -0.11 -0.24
H 3.744 -1.288 -1.806 -0.18 -0.41 0.37
H 3.136 -2.408 -0.485 -0.08 0.32 -0.46
H 2.061 -1.874 -1.820 0.19 -0.03 0.17
C 3.660 -0.203 1.165 0.23 0.25 0.09
H 3.410 -1.082 1.771 0.14 0.19 -0.08
H 4.668 -0.313 0.744 -0.18 0.01 0.23
H 3.612 0.695 1.790 0.09 -0.20 -0.04
C -2.634 1.595 0.700 -0.11 -0.65 0.43
H -3.557 1.626 0.103 0.18 0.12 0.42
H -2.853 1.375 1.744 -0.01 0.31 -0.02
H -2.072 2.520 0.552 -0.25 0.07 0.32
C -2.607 -1.207 0.010 -0.53 -0.54 -0.28
H -2.820 -1.435 1.057 -0.02 0.09 -0.05
H -3.550 -1.044 -0.526 0.05 -0.10 0.21
H -2.115 -2.086 -0.417 0.07 0.27 0.01
S 0.300 -0.969 1.915 0.22 -0.76 1.70
C -0.275 -0.238 3.344 0.13 -0.20 0.46
C -0.399 -1.052 4.494 -0.44 -0.23 0.53
C -1.071 -0.602 5.623 0.11 0.28 -0.14
C -1.620 0.695 5.630 -0.10 -0.13 -0.08
C -1.432 1.548 4.528 0.43 -0.09 -0.46
C -0.698 1.097 3.422 -0.69 0.97 0.32
H 0.019 -2.049 4.456 -0.09 -0.07 0.07
H -1.186 -1.238 6.504 0.09 0.16 -0.38
H -2.204 1.039 6.495 0.36 -0.17 -0.46
H -1.863 2.559 4.534 0.37 -0.50 0.03
H -0.477 1.780 2.593 -0.25 -0.21 0.30
```
Forces are in eV/Å.

---

The following is a DFT calculation (wB97M-V/def2-TZVPD) of a cluster of 3 separate species, C17H28F4N3O2S in total in a non-equilibrium geometry.

Properties
Charge: +1
Gap between HOMO and LUMO in eV: 7.7
HOMO energy in eV: -12.30

The geometry in XYZ format:
```
55
Properties=species:S:1:pos:R:3:forces:R:3
C 3.186 -1.954 -0.177 0.53 -0.73 -0.20
N 1.713 -2.154 -0.099 0.32 1.71 0.44
C 1.159 -1.488 1.140 -0.74 -0.01 -1.00
C 0.565 -0.101 0.672 -0.59 -0.03 0.74
C 1.513 1.023 0.419 -2.40 -1.30 -0.03
N 1.052 2.192 -0.013 1.58 -1.99 0.70
N -0.242 2.283 -0.194 -2.92 1.91 -0.11
S -0.780 3.844 -0.827 -0.04 0.54 -0.58
C -1.245 1.397 0.015 1.18 -3.37 0.91
F -2.529 1.680 -0.231 2.09 0.10 0.34
C -0.874 0.055 0.499 1.61 1.55 -0.62
C -1.941 -1.024 0.769 -0.55 0.48 0.57
C -2.586 -1.600 -0.558 0.84 0.53 0.39
C -3.018 -3.099 -0.467 -1.06 1.00 -0.88
F -2.237 -3.829 -1.320 -0.90 0.22 1.41
F -4.326 -3.173 -0.916 1.47 -0.34 0.36
F -3.032 -3.616 0.791 0.53 0.25 -1.33
H 3.657 -2.898 0.211 -0.20 1.03 -0.27
H 3.560 -1.086 0.427 -0.25 -0.70 -0.50
H 3.539 -1.824 -1.232 -0.44 -0.13 0.87
H 1.270 -1.666 -0.889 0.26 -0.58 0.14
H 0.369 -2.184 1.519 0.65 1.01 -0.04
H 1.950 -1.370 1.919 -0.67 0.03 -0.65
H 2.599 0.849 0.591 -1.03 0.62 -0.27
H -0.847 4.682 0.258 0.27 -1.01 0.01
H -1.549 -1.809 1.464 -0.23 0.71 -0.90
H -2.773 -0.525 1.342 0.89 -0.42 -0.41
H -3.471 -0.955 -0.795 0.74 -0.88 0.02
H -1.822 -1.496 -1.373 -0.87 -0.30 0.52
C -0.214 1.819 5.548 0.24 -0.18 0.17
C 0.114 2.930 4.568 -0.16 0.30 -0.06
C 0.409 2.153 3.298 0.15 -0.20 0.05
O -0.395 0.964 3.341 0.05 0.18 0.04
C -0.945 0.825 4.664 -0.35 -0.10 0.08
H -0.809 2.146 6.400 0.01 -0.02 -0.06
H 0.710 1.373 5.927 -0.06 0.01 0.03
H -0.763 3.566 4.422 0.06 0.00 -0.01
H 0.944 3.562 4.882 -0.02 -0.04 -0.04
H 1.461 1.847 3.255 0.04 0.12 -0.02
H 0.174 2.721 2.395 -0.04 -0.02 0.02
H -2.013 1.055 4.609 0.01 -0.03 0.06
H -0.827 -0.205 5.003 0.02 0.00 -0.14
C 1.679 -0.097 -5.078 0.29 -0.23 -0.08
C 0.311 -0.317 -5.698 -0.22 0.21 -0.04
C -0.395 -1.129 -4.623 -0.07 -0.31 -0.10
O 0.164 -0.712 -3.365 -0.14 -0.08 0.08
C 1.331 0.067 -3.611 0.02 0.38 0.21
H 2.217 0.757 -5.487 -0.04 -0.02 0.05
H 2.298 -0.988 -5.217 0.01 0.06 0.01
H -0.194 0.643 -5.833 0.00 -0.06 -0.04
H 0.343 -0.824 -6.663 -0.01 -0.01 0.07
H -0.205 -2.200 -4.740 -0.04 0.02 -0.05
H -1.474 -0.967 -4.617 0.05 0.00 0.12
H 1.085 1.112 -3.382 0.16 0.08 -0.01
H 2.133 -0.258 -2.943 -0.02 -0.01 0.02
```
Forces are in eV/Å.

---

The following is a DFT calculation (wB97M-V/def2-TZVPD) of a cluster of 2 separate species, C17H28FN2O4 in total in a non-equilibrium geometry.

Properties
Charge: +1
Gap between HOMO and LUMO in eV: 9.2
HOMO energy in eV: -11.89

The geometry in XYZ format:
```
52
Properties=species:S:1:pos:R:3:forces:R:3
C -2.461 4.143 1.711 0.29 -0.52 0.11
C -1.581 3.710 0.560 -0.60 -0.13 0.24
C -0.405 4.329 0.192 0.22 1.17 0.95
C 0.368 3.878 -0.845 0.81 -0.04 -0.48
C -0.018 2.763 -1.554 0.18 -0.42 -0.48
C -1.186 2.126 -1.200 -1.01 -1.16 -0.57
C -1.680 0.850 -1.891 0.89 0.33 -0.43
C -1.260 -0.362 -1.036 -0.98 -0.12 0.46
C -2.295 -1.454 -0.630 1.42 0.98 0.66
C -1.301 -2.351 0.233 -2.70 1.16 -0.06
N 0.095 -2.185 -0.330 -0.85 -1.05 -1.61
C 0.456 -3.531 -0.925 0.70 -0.68 0.06
C 0.768 -4.678 0.081 -0.35 -0.01 0.31
O 0.814 -4.288 1.436 0.19 0.38 -0.06
C 1.109 -1.446 0.486 2.40 0.19 1.21
C 2.541 -1.904 0.255 0.11 -0.07 -0.07
F 0.846 -1.542 1.829 -0.66 -0.19 -0.25
C -0.167 -1.311 -1.542 -1.47 1.60 -1.93
O 0.950 -0.808 -2.200 0.58 0.18 1.19
C -1.959 2.590 -0.162 -0.21 0.23 0.56
H -2.278 5.163 2.052 -0.11 -0.09 -0.16
H -3.511 3.980 1.448 0.12 0.36 0.04
H -2.269 3.461 2.552 -0.01 0.28 -0.02
H -0.065 5.197 0.757 -0.12 -0.08 -0.12
H 1.305 4.368 -1.097 -0.18 0.08 0.06
H 0.571 2.357 -2.373 0.02 0.21 0.09
H -2.761 0.911 -2.041 0.13 -0.19 0.14
H -1.220 0.841 -2.890 -0.17 -0.30 0.13
H -1.069 0.078 -0.046 0.72 -0.15 -0.26
H -2.829 -1.960 -1.436 0.20 0.03 0.04
H -2.974 -0.944 0.057 -0.35 -0.55 -0.18
H -1.709 -3.360 0.196 0.93 -0.22 0.15
H -1.451 -1.936 1.229 0.94 -0.34 0.09
H 1.274 -3.389 -1.637 0.04 0.17 0.34
H -0.401 -3.842 -1.526 -0.01 0.34 0.15
H 1.752 -5.083 -0.171 -0.23 -0.10 0.05
H -0.002 -5.451 -0.024 0.34 -0.02 -0.29
H -0.034 -4.411 1.873 0.06 -0.10 -0.11
H 1.109 -0.371 0.280 -0.76 -0.29 -0.49
H 3.196 -1.268 0.859 -0.38 -0.08 -0.04
H 2.704 -2.933 0.586 -0.12 0.09 -0.22
H 2.845 -1.730 -0.781 -0.16 -0.26 0.10
H -0.700 -1.865 -2.329 0.05 -0.69 0.70
H 0.819 -0.852 -3.153 0.01 -0.12 0.12
H -2.873 2.078 0.142 0.08 0.00 -0.26
C 1.804 1.878 1.665 -0.15 0.13 0.06
N 3.207 1.656 2.109 0.01 0.15 0.12
O 3.734 2.523 2.764 0.00 -0.17 -0.09
O 3.724 0.604 1.774 0.01 0.14 0.05
H 1.471 2.843 2.029 0.06 0.00 0.00
H 1.796 1.852 0.578 0.00 -0.02 0.01
H 1.200 1.077 2.085 0.06 -0.03 -0.01
```
Forces are in eV/Å.

---

no.,E_tot (Eh)
1,-1593.2216
2,-3332.8924
3,-1776.6038
4,-1174.5242